# 1
Density functional theory data (ωB97M-V/def2-TZVPD) for a structure of composition C20H19IrN5O4S2 in a non-equilibrium geometry.

```
51
Properties=species:S:1:pos:R:3:lowdin_spin:R:1
Ir -0.520 0.821 -0.249 2.215
N -0.278 2.886 0.871 0.097
C -1.317 3.803 0.441 0.005
C -1.425 5.068 0.952 0.006
C -2.421 5.949 0.491 -0.002
C -3.294 5.551 -0.480 0.003
C -3.214 4.250 -1.024 0.002
C -4.088 3.786 -2.030 0.016
C -3.956 2.511 -2.507 0.002
C -2.957 1.687 -1.975 0.028
N -2.125 2.086 -1.033 0.097
C -2.219 3.360 -0.550 0.016
H 0.636 3.269 0.653 0.004
H -0.306 2.772 1.878 0.003
H -0.735 5.405 1.716 0.001
H -2.479 6.945 0.909 0.000
H -4.056 6.227 -0.847 0.000
H -4.854 4.449 -2.412 0.001
H -4.608 2.130 -3.279 0.000
H -2.839 0.673 -2.335 0.004
C 1.881 -0.052 -3.668 0.016
O 0.885 0.371 -2.693 0.062
C 1.208 0.287 -1.417 0.180
O 2.263 -0.095 -0.968 0.091
H 1.375 -0.051 -4.626 0.001
H 2.229 -1.050 -3.417 0.002
H 2.707 0.655 -3.669 0.002
N 5.342 -4.471 2.301 0.300
C 4.224 -4.172 1.657 0.124
C 3.057 -4.973 1.845 0.155
C 1.907 -4.660 1.173 0.001
C 1.894 -3.555 0.309 0.243
C 3.022 -2.745 0.115 -0.006
C 4.177 -3.046 0.781 0.137
S 0.403 -3.245 -0.624 0.042
O 0.775 -3.002 -1.970 0.018
O -0.545 -4.264 -0.275 0.013
N -0.117 -1.774 -0.002 0.324
C -0.880 -1.698 1.046 0.067
S -1.542 -2.991 2.061 0.090
C -2.280 -1.802 3.029 0.290
C -2.053 -0.524 2.546 0.096
N -1.281 -0.454 1.462 0.231
H 5.389 -5.273 2.916 0.005
H 6.185 -3.926 2.170 0.005
H 3.095 -5.834 2.502 0.005
H 1.021 -5.272 1.269 -0.003
H 2.970 -1.889 -0.551 -0.003
H 5.065 -2.443 0.636 0.004
H -2.888 -2.064 3.881 0.011
H -2.436 0.381 2.993 0.001
```

multiplicity	6
energy above the lowest of the compared OMol25 structures with the same formula, charge and spin	0.6	kJ/mol
⟨S²⟩	8.813
net charge	+2
LUMO level (spin up / spin down)	-5.49 / -9.21	eV
HOMO-LUMO gap (spin up / spin down)	6.95 / 4.54	eV

---

# 2
Density functional theory data (ωB97M-V/def2-TZVPD) for an isolated molecule of C4H6FNO2 in a non-equilibrium geometry.

```
14
Properties=species:S:1:pos:R:3:mulliken_charge:R:1
C 0.309 1.653 0.383 -0.861
C -0.357 0.372 0.046 0.206
C -1.634 0.324 -0.322 -0.140
F -2.055 -0.858 -0.796 -0.284
N 0.344 -0.910 0.135 0.139
O -0.177 -2.069 0.695 -0.441
C 1.619 -1.029 -0.393 -0.007
O 2.302 -0.165 -0.817 -0.497
H 1.166 1.877 -0.224 0.308
H 0.607 1.532 1.496 0.231
H -0.583 2.340 0.252 0.260
H -2.422 1.110 -0.397 0.323
H -1.081 -2.108 0.117 0.428
H 1.963 -2.070 -0.175 0.334
```

SMILES	C/C(=C/F)N(O)C=O
energy above the lowest of the compared OMol25 structures with the same formula, charge and spin	324.9	kJ/mol
net charge	0
LUMO level	0.81	eV
HOMO-LUMO gap	9.93	eV